Formula: C34H36ClN5PrS3Si
Source: the Open Molecules 2025 dataset
Level of theory: ωB97M-V with the def2-TZVPD basis set

Each line ends with the Mulliken spin population.
Atoms and positions in Å:
1 Pr -0.310162 0.518691 0.496847  2.011
2 N 4.409444 2.296814 0.174067  0.000
3 C 4.066772 1.873716 1.481957  0.001
4 C 4.820368 0.836769 2.024746  0.000
5 C 4.572232 0.459577 3.374100  0.000
6 C 3.602865 1.203493 4.120158  0.000
7 C 2.787517 2.122810 3.459829  -0.001
8 C 2.990642 2.399233 2.171498  -0.001
9 C 2.051728 3.329702 1.453789  -0.006
10 C 2.152898 4.711600 1.623548  -0.001
11 C 1.322683 5.577389 0.892137  0.000
12 C 0.454913 5.075565 -0.029470  0.001
13 C 0.365596 3.649315 -0.204799  0.017
14 C 1.083920 2.749946 0.539214  -0.001
15 H 4.617716 1.487550 -0.433901  0.000
16 H 3.545661 2.572894 -0.285149  0.000
17 H 5.485709 0.190884 1.346425  0.000
18 H 5.101732 -0.368609 3.806422  0.000
19 H 3.323724 0.944053 5.142297  0.000
20 H 1.898552 2.551499 3.974482  0.000
21 H 2.910774 5.161505 2.305528  0.000
22 H 1.471718 6.634291 1.062230  0.000
23 H -0.125196 5.692500 -0.738202  0.000
24 H -0.467388 3.281232 -0.865729  -0.003
25 C -5.110715 0.030136 -3.317325  0.000
26 Si -3.916868 -1.348484 -3.662167  0.000
27 C -2.854877 -0.821240 -5.127568  0.000
28 C -5.063100 -2.723015 -4.213344  0.000
29 C -3.012518 -2.011086 -2.168427  0.000
30 C -3.406528 -3.159493 -1.565838  0.000
31 C -2.917972 -3.550266 -0.305816  0.000
32 C -1.864621 -2.806626 0.204019  0.000
33 N -1.388533 -1.709308 -0.440649  -0.001
34 C -1.996191 -1.241760 -1.522930  -0.004
35 S -1.682292 0.367984 -1.983328  -0.006
36 H -5.240469 0.450950 -4.373276  0.000
37 H -4.613172 0.851424 -2.820621  0.000
38 H -6.003764 -0.359388 -2.826864  0.000
39 H -3.456998 -0.657114 -5.989294  0.000
40 H -2.185198 -1.673290 -5.454884  0.000
41 H -2.205557 0.048368 -4.849554  0.000
42 H -5.667673 -2.293822 -5.084054  0.000
43 H -5.826549 -2.943218 -3.468699  0.000
44 H -4.584389 -3.698856 -4.548333  0.000
45 H -4.130834 -3.816118 -2.021105  0.000
46 H -3.237089 -4.436632 0.237320  0.000
47 H -1.309543 -2.980591 1.185798  0.000
48 S 1.929424 -3.594578 2.825070  0.000
49 C 1.145293 -2.241372 2.338521  0.003
50 N 0.541882 -1.330616 1.974462  -0.002
51 Cl -4.185523 3.055853 0.138798  0.000
52 C -3.044284 3.535797 1.307653  0.000
53 C -2.825336 4.930016 1.437570  0.001
54 C -1.950979 5.472424 2.315696  -0.002
55 C -1.251762 4.553403 3.101189  0.002
56 C -1.326690 3.199259 2.912268  0.000
57 C -2.323895 2.566472 2.061994  0.000
58 C -2.300114 1.104928 1.982653  -0.003
59 H -3.545625 5.545802 0.859084  0.000
60 H -1.748364 6.514202 2.540434  0.000
61 H -0.513801 4.927466 3.750052  0.000
62 H -0.799455 2.491811 3.578183  -0.002
63 H -3.184455 0.668345 1.591318  -0.001
64 H -2.109705 0.720707 2.945158  0.000
65 C 0.605543 -5.108537 -0.469663  0.000
66 C 1.782011 -4.256273 -0.711931  0.000
67 C 3.001473 -4.704626 -0.822884  0.000
68 C 4.048971 -3.727050 -0.781510  0.000
69 N 3.839291 -2.449628 -0.808074  0.000
70 C 2.544278 -1.973638 -0.876405  -0.002
71 S 2.258260 -0.326211 -0.955791  -0.001
72 N 1.584898 -2.884086 -0.748484  -0.001
73 C 5.409190 -4.179940 -0.458333  0.000
74 H 0.974659 -6.110694 -0.483912  0.000
75 H -0.128350 -5.017821 -1.312222  0.000
76 H 0.166655 -4.940740 0.522111  0.000
77 H 3.248956 -5.749658 -1.004724  0.000
78 H 0.639920 -2.503155 -0.521954  0.000
79 H 5.996887 -3.264048 -0.636048  0.000
80 H 5.772344 -5.045727 -0.967885  0.000
81 H 5.289436 -4.349066 0.602518  0.000

Atoms 1-6, force components in eV/Å:
Pr 0.640 0.694 0.337
N -0.994 -0.691 -1.001
C 1.206 -1.228 -1.104
C 0.143 -1.488 0.916
C -0.888 1.737 -0.532
C 0.424 -1.273 -0.492

Properties
molecular weight = 815.35 g/mol
Kohn-Sham gap (alpha / beta) = 6.6047 / 6.6133 eV
calculated total energy = -4052.40070 Ha
strongest force on any atom = 3.13 eV/Å
LUMO (alpha / beta) = 2.181 / 2.181 eV
total charge = -1
⟨S²⟩ = 2.003
spin multiplicity = 3